No. 1
The following is a quantum chemistry calculation of C57H50BrN13O2Ti as an isolated structure in a non-equilibrium geometry, from the OMol25 dataset.

Output
Energy relative to the best compared isomer or geometry (same formula, charge and spin): 25.5 kcal/mol
Highest occupied orbital energy: -5.8171 eV
Gap between HOMO and LUMO: 5.535 eV
Calculated total energy: -176547.2809 eV
Lowest unoccupied orbital energy: -0.3 eV

Geometry (Å):
Ti -0.017 1.525 -0.237
N -1.278 -2.551 1.428
C -1.216 -1.214 1.253
N -0.150 -0.554 0.984
C 1.052 -1.245 0.838
N 2.097 -0.616 0.474
N 1.795 0.708 0.233
C 2.885 1.505 0.062
C 2.601 2.854 0.030
C 3.571 3.879 -0.173
C 3.192 5.177 -0.115
C 1.820 5.493 0.128
C 0.922 4.487 0.257
N 1.262 3.159 0.212
C 1.071 -2.700 1.018
C 2.219 -3.467 0.821
C 2.161 -4.843 0.903
C 0.949 -5.473 1.185
C -0.199 -4.731 1.377
C -0.133 -3.343 1.287
H -2.170 -2.984 1.587
H -2.162 -0.683 1.341
H 3.880 1.088 0.014
H 4.596 3.590 -0.366
H 3.916 5.970 -0.258
H 1.484 6.519 0.185
H -0.133 4.686 0.392
H 3.140 -2.954 0.582
H 3.052 -5.432 0.731
H 0.903 -6.553 1.243
H -1.147 -5.217 1.583
C 4.692 -0.048 -2.536
C 4.074 -1.076 -1.588
C 3.716 -2.359 -2.301
C 4.727 -3.244 -2.656
C 4.456 -4.381 -3.402
C 3.159 -4.612 -3.824
C 2.110 -3.762 -3.476
C 0.751 -4.059 -4.079
C 0.086 -5.319 -3.524
C 2.393 -2.648 -2.661
N 1.394 -1.715 -2.278
C 0.335 -2.183 -1.752
C -0.867 -1.445 -1.407
C -2.115 -2.061 -1.438
C -3.077 -1.034 -1.359
C -2.353 0.146 -1.290
N -1.007 -0.087 -1.284
H 5.517 -0.480 -3.106
H 5.075 0.815 -1.987
H 3.952 0.317 -3.255
H 3.190 -0.657 -1.105
H 4.787 -1.294 -0.786
H 5.746 -3.023 -2.349
H 5.252 -5.064 -3.677
H 2.945 -5.468 -4.458
H 0.893 -4.198 -5.154
H 0.082 -3.205 -3.976
H 0.711 -6.199 -3.692
H -0.878 -5.494 -4.006
H -0.085 -5.248 -2.447
H 0.238 -3.260 -1.569
H -2.286 -3.121 -1.572
H -4.152 -1.128 -1.403
H -2.725 1.159 -1.295
Br -2.446 -2.385 -5.052
C -2.167 -0.592 -5.582
C -1.428 -0.322 -6.722
C -1.259 0.998 -7.114
C -1.786 2.029 -6.353
C -2.541 1.745 -5.220
C -2.732 0.427 -4.834
N -1.578 3.359 -6.891
N -1.279 4.301 -6.157
C -1.121 4.052 -4.747
C -1.863 4.796 -3.875
C -1.896 4.492 -2.498
C -1.162 3.434 -2.015
O -1.239 2.961 -0.782
C -0.212 2.821 -2.887
N 0.624 1.923 -2.296
C 1.499 1.282 -3.031
C 1.590 1.495 -4.425
C 0.749 2.377 -5.034
C -0.213 3.078 -4.260
H -1.005 -1.130 -7.303
H -0.714 1.240 -8.019
H -2.974 2.538 -4.625
H -3.301 0.195 -3.943
H -2.495 5.584 -4.270
H -2.557 5.030 -1.831
H 2.122 0.554 -2.530
H 2.327 0.943 -4.991
H 0.816 2.552 -6.100
C -3.583 -1.067 11.427
C -2.997 -0.482 10.170
C -3.344 -0.964 8.913
C -2.812 -0.409 7.760
C -1.918 0.655 7.833
N -1.453 1.188 6.609
C -0.404 2.051 6.427
O 0.350 2.422 7.300
N -0.221 2.483 5.114
C -1.041 2.283 3.992
C -2.416 2.501 4.012
C -3.147 2.303 2.855
C -2.484 1.928 1.699
N -1.162 1.772 1.666
C -0.460 1.921 2.783
C -1.554 1.151 9.081
C -2.095 0.576 10.222
H -4.024 -2.046 11.240
H -4.367 -0.424 11.835
H -2.823 -1.184 12.201
H -4.037 -1.794 8.830
H -3.092 -0.812 6.791
H -1.905 0.829 5.786
H 0.686 2.899 4.972
H -2.896 2.839 4.923
H -4.216 2.463 2.835
H -3.003 1.797 0.763
H 0.607 1.764 2.697
H -0.848 1.963 9.159
H -1.797 0.970 11.188

No. 2
The following is a quantum chemistry calculation of C57H50GeIrN8OS3 as an isolated structure, from the OMol25 dataset.

Output
Energy relative to the best compared isomer or geometry (same formula, charge and spin): 0.0 kcal/mol
Highest occupied orbital energy: -3.8486 eV
Gap between HOMO and LUMO: 4.202 eV
Calculated total energy: -165750.5339 eV
Total charge: -1
Lowest unoccupied orbital energy: 0.4 eV

Geometry (Å):
Ir -0.968 -0.571 -0.212
C -1.235 0.232 4.026
C -1.583 -0.111 2.732
N -0.676 -0.143 1.754
C 0.597 0.197 2.089
C 0.907 0.515 3.400
N 0.009 0.533 4.377
C 1.555 0.290 0.972
C 2.887 0.660 1.026
C 3.601 0.778 -0.163
C 2.957 0.533 -1.374
C 1.628 0.163 -1.357
N 0.984 0.039 -0.200
C 0.754 -0.120 -2.513
C 1.154 0.004 -3.833
N 0.352 -0.251 -4.857
C -0.882 -0.636 -4.553
C -1.320 -0.770 -3.247
N -0.508 -0.513 -2.221
C 5.032 1.153 -0.143
C 5.522 2.108 0.741
C 6.872 2.419 0.720
N 7.751 1.849 -0.101
C 7.277 0.935 -0.944
C 5.945 0.558 -1.006
H -1.995 0.253 4.798
H -2.597 -0.363 2.466
H 1.924 0.772 3.666
H 3.372 0.835 1.976
H 3.482 0.659 -2.309
H 2.160 0.326 -4.067
H -1.559 -0.841 -5.372
H -2.329 -1.075 -3.013
H 4.864 2.639 1.416
H 7.263 3.171 1.395
H 8.001 0.471 -1.605
H 5.642 -0.217 -1.698
C -2.737 -1.109 -0.328
Ge -4.454 -0.291 0.141
C -5.607 -1.528 1.121
C -5.155 -2.161 2.279
C -5.972 -3.035 2.981
C -7.261 -3.290 2.533
C -7.725 -2.671 1.382
C -6.903 -1.796 0.682
C -5.230 0.073 -1.618
C -5.442 -0.976 -2.515
C -5.930 -0.733 -3.792
C -6.208 0.568 -4.191
C -5.999 1.619 -3.311
C -5.513 1.372 -2.033
C -4.210 1.349 1.152
C -3.252 2.275 0.736
C -3.033 3.438 1.463
C -3.762 3.678 2.620
C -4.717 2.763 3.046
C -4.943 1.605 2.312
H -2.915 -2.033 -0.905
H -4.144 -1.994 2.634
H -5.597 -3.524 3.872
H -7.899 -3.976 3.077
H -8.728 -2.869 1.026
H -7.279 -1.318 -0.216
H -5.233 -1.998 -2.215
H -6.092 -1.558 -4.475
H -6.583 0.761 -5.188
H -6.208 2.636 -3.620
H -5.338 2.203 -1.358
H -2.648 2.098 -0.147
H -2.291 4.144 1.113
H -3.589 4.584 3.188
H -5.288 2.951 3.947
H -5.687 0.892 2.652
S 2.027 8.387 -1.418
C 1.095 7.022 -1.169
S 1.794 5.438 -1.256
C 0.231 4.677 -1.006
N -0.713 5.555 -0.856
N -0.228 6.859 -0.934
C -1.237 7.856 -0.785
C -0.958 9.153 -0.367
C -1.994 10.067 -0.223
C -3.306 9.708 -0.485
C -3.579 8.408 -0.887
C -2.559 7.483 -1.034
S 0.068 2.982 -0.933
H 0.056 9.445 -0.156
H -1.759 11.072 0.103
H -4.106 10.428 -0.371
H -4.598 8.102 -1.088
H -2.771 6.469 -1.334
C -1.150 -3.822 2.699
C -1.254 -5.038 1.776
C -2.331 -4.811 0.714
C 0.062 -5.415 1.130
C 0.529 -6.711 1.280
C 1.698 -7.156 0.674
C 2.408 -6.249 -0.103
C 1.989 -4.940 -0.282
C 2.842 -4.003 -1.110
C 3.423 -2.877 -0.253
C 2.089 -3.442 -2.320
C 0.778 -4.464 0.325
O 0.366 -3.251 0.157
H -2.101 -3.651 3.218
H -0.890 -2.947 2.107
H -0.372 -3.968 3.453
H -1.564 -5.890 2.392
H -2.019 -3.982 0.082
H -3.301 -4.576 1.165
H -2.447 -5.696 0.086
H -0.049 -7.400 1.891
H 2.043 -8.174 0.803
H 3.330 -6.567 -0.584
H 3.686 -4.593 -1.489
H 2.607 -2.302 0.186
H 4.056 -2.213 -0.852
H 4.031 -3.285 0.558
H 1.197 -2.920 -1.973
H 1.776 -4.249 -2.987
H 2.723 -2.754 -2.893

No. 3
The following is a quantum chemistry calculation of C57H51Cl3N4O6SSn as an isolated structure in a non-equilibrium geometry, from the OMol25 dataset.

Output
Energy relative to the best compared isomer or geometry (same formula, charge and spin): 13.8 kcal/mol
Highest occupied orbital energy: -7.9544 eV
Gap between HOMO and LUMO: 7.461 eV
Calculated total energy: -132419.3069 eV
Lowest unoccupied orbital energy: -0.5 eV

Geometry (Å):
Sn 0.864 0.561 -0.295
C 6.087 -0.301 2.155
C 5.902 -0.993 0.808
N 4.852 -2.014 0.829
C 5.284 -3.386 1.119
C 5.446 -4.219 -0.144
C 3.538 -1.760 0.671
S 3.171 -0.050 0.463
N 2.741 -2.795 0.732
C 1.436 -2.841 0.393
O 0.762 -1.933 -0.104
C 0.827 -4.198 0.588
C 1.572 -5.255 1.104
C 1.002 -6.511 1.240
C -0.316 -6.722 0.859
C -1.065 -5.670 0.348
C -0.494 -4.414 0.211
H 6.885 0.441 2.087
H 6.345 -1.023 2.932
H 5.170 0.209 2.448
H 6.825 -1.489 0.515
H 5.653 -0.256 0.046
H 4.538 -3.843 1.763
H 6.225 -3.321 1.665
H 4.484 -4.327 -0.643
H 5.819 -5.213 0.112
H 6.150 -3.753 -0.835
H 2.597 -5.082 1.398
H 1.588 -7.330 1.639
H -0.758 -7.705 0.957
H -2.093 -5.835 0.055
H -1.055 -3.587 -0.202
C -5.576 -0.494 -0.329
C -4.213 -1.153 -0.353
C -4.325 -2.661 -0.514
O -3.419 -0.624 -1.413
C -2.164 -0.168 -0.927
C -2.165 -0.693 0.533
O -3.540 -0.832 0.846
C -1.391 -0.077 1.720
O -0.007 -0.006 1.415
C -1.514 -1.149 2.850
C -2.474 -1.093 3.855
C -2.523 -2.074 4.839
C -1.611 -3.118 4.841
C -0.655 -3.186 3.837
C -0.612 -2.208 2.854
C -1.911 1.234 2.323
C -0.997 2.019 3.018
C -1.393 3.145 3.722
C -2.734 3.508 3.759
C -3.654 2.737 3.069
C -3.250 1.611 2.358
C -1.851 1.310 -1.271
O -0.776 1.738 -0.475
C -3.034 2.288 -1.103
C -2.957 3.318 -0.176
C -3.997 4.232 -0.046
C -5.115 4.140 -0.857
C -5.180 3.137 -1.817
C -4.148 2.221 -1.943
C -1.492 1.432 -2.774
C -1.867 0.508 -3.744
C -1.432 0.651 -5.056
C -0.644 1.732 -5.425
C -0.307 2.685 -4.472
C -0.729 2.531 -3.159
H -6.057 -0.605 -1.301
H -5.468 0.569 -0.111
H -6.191 -0.962 0.439
H -4.944 -2.903 -1.378
H -4.776 -3.081 0.386
H -3.337 -3.100 -0.649
H -1.380 -0.710 -1.466
H -1.720 -1.690 0.439
H -3.192 -0.286 3.880
H -3.280 -2.016 5.611
H -1.640 -3.870 5.621
H 0.062 -3.998 3.811
H 0.145 -2.249 2.090
H 0.036 1.722 3.010
H -0.656 3.730 4.263
H -3.057 4.368 4.334
H -4.703 3.007 3.078
H -3.992 1.023 1.843
H -2.073 3.402 0.442
H -3.924 5.021 0.693
H -5.926 4.852 -0.755
H -6.030 3.076 -2.486
H -4.208 1.451 -2.699
H -2.485 -0.341 -3.480
H -1.710 -0.091 -5.795
H -0.302 1.837 -6.448
H 0.288 3.547 -4.751
H -0.462 3.264 -2.406
Cl 0.412 -2.187 -4.345
C 1.397 -0.766 -4.271
C 2.136 -0.377 -5.395
C 2.888 0.759 -5.368
Cl 3.740 1.259 -6.802
C 2.983 1.527 -4.188
C 3.784 2.677 -4.048
C 3.833 3.319 -2.846
C 3.116 2.798 -1.761
N 2.326 1.751 -1.858
C 2.226 1.126 -3.063
C 1.345 0.004 -3.124
O 0.543 -0.257 -2.141
H 2.101 -0.988 -6.287
H 4.365 3.021 -4.893
H 4.442 4.202 -2.707
H 3.210 3.250 -0.792
Cl 1.140 6.477 1.034
C 1.485 4.875 1.576
C 2.011 4.651 2.836
C 2.307 3.350 3.205
C 2.075 2.328 2.301
N 1.561 2.556 1.092
C 1.248 3.804 0.736
H 2.180 5.479 3.512
H 2.718 3.133 4.181
H 2.302 1.295 2.535
H 0.781 3.941 -0.231

No. 4
The following is a quantum chemistry calculation of C57H51F4N2P2Pd as an isolated structure in a non-equilibrium geometry, from the OMol25 dataset.

Output
Energy relative to the best compared isomer or geometry (same formula, charge and spin): 5.7 kcal/mol
Highest occupied orbital energy: -8.4602 eV
Gap between HOMO and LUMO: 3.281 eV
Calculated total energy: -95836.2157 eV
Total charge: +1
Lowest unoccupied orbital energy: -5.2 eV

Geometry (Å):
C 0.515 3.122 -0.358
C -0.941 3.247 0.020
N -1.343 2.116 0.920
C -1.121 0.825 0.210
C 0.334 0.703 -0.172
N 1.123 1.904 0.278
C 0.964 2.022 1.768
C -0.492 2.137 2.147
H 0.629 3.004 -1.443
H 1.102 3.986 -0.022
H -1.128 4.182 0.563
H -1.584 3.202 -0.869
H -1.414 0.012 0.886
H -1.762 0.802 -0.679
H 0.798 -0.171 0.299
H 0.459 0.623 -1.260
H 1.415 1.124 2.210
H 1.541 2.899 2.091
H -0.687 3.075 2.681
H -0.794 1.289 2.775
F 6.495 5.306 1.403
C 6.099 4.501 0.352
C 6.886 4.491 -0.801
C 6.421 3.699 -1.852
F 7.207 3.613 -2.982
C 5.250 2.953 -1.784
C 4.549 2.883 -0.548
C 3.558 1.864 -0.255
C 3.785 1.051 0.851
C 3.606 -0.322 0.980
C 3.179 -1.209 -0.057
C 2.714 -2.505 0.305
C 2.130 -3.314 -0.654
F 1.602 -4.524 -0.264
C 2.013 -2.948 -1.995
C 2.627 -1.753 -2.357
F 2.657 -1.412 -3.692
C 3.212 -0.884 -1.441
Pd 6.121 -1.785 2.007
P 7.126 -0.308 3.303
C 6.142 1.116 3.809
C 4.865 0.900 4.345
C 4.076 1.990 4.720
C 4.578 3.290 4.605
C 5.867 3.498 4.114
C 6.645 2.423 3.694
C 7.641 -1.183 4.798
C 7.534 -0.547 6.047
C 7.780 -1.273 7.214
C 8.127 -2.627 7.139
C 8.267 -3.245 5.894
C 8.040 -2.524 4.718
C 8.588 0.386 2.506
C 9.828 0.376 3.164
C 10.955 0.875 2.513
C 10.852 1.384 1.216
C 9.612 1.412 0.569
C 8.476 0.917 1.209
P 7.301 -2.802 0.427
C 7.595 -1.813 -1.046
C 8.857 -1.434 -1.538
C 8.928 -0.552 -2.617
C 7.764 -0.058 -3.211
C 6.511 -0.472 -2.750
C 6.432 -1.354 -1.678
C 8.878 -3.406 1.006
C 9.060 -4.767 1.292
C 10.254 -5.182 1.882
C 11.243 -4.247 2.205
C 11.052 -2.890 1.929
C 9.865 -2.466 1.337
C 6.248 -4.178 -0.061
C 6.125 -4.546 -1.412
C 5.248 -5.569 -1.764
C 4.505 -6.232 -0.784
C 4.635 -5.869 0.558
C 5.507 -4.843 0.924
C 4.954 3.738 0.501
H 7.794 5.087 -0.868
H 4.919 2.350 -2.627
H 2.858 1.625 -1.050
H 4.188 1.548 1.742
H 3.685 -0.742 1.993
H 2.806 -2.838 1.339
H 1.517 -3.580 -2.727
H 3.740 0.003 -1.795
H 4.497 -0.121 4.471
H 3.075 1.823 5.120
H 3.968 4.142 4.909
H 6.275 4.507 4.056
H 7.647 2.594 3.301
H 7.251 0.505 6.097
H 7.695 -0.778 8.180
H 8.293 -3.201 8.053
H 8.553 -4.297 5.836
H 8.135 -2.999 3.737
H 9.900 -0.016 4.180
H 11.916 0.876 3.028
H 11.736 1.776 0.712
H 9.523 1.828 -0.435
H 7.506 0.915 0.701
H 9.769 -1.828 -1.094
H 9.901 -0.244 -3.002
H 7.823 0.646 -4.042
H 5.598 -0.128 -3.238
H 5.465 -1.693 -1.299
H 8.272 -5.476 1.039
H 10.410 -6.240 2.089
H 12.171 -4.573 2.676
H 11.827 -2.160 2.165
H 9.665 -1.404 1.156
H 6.716 -4.035 -2.174
H 5.143 -5.850 -2.813
H 3.817 -7.031 -1.064
H 4.053 -6.383 1.323
H 5.585 -4.519 1.967
H 4.383 3.753 1.429